Formula: C51H95N2O31
Source: the OMol25 dataset
Level of theory: the ωB97M-V functional and the def2-TZVPD basis

Results
Orbital gap   4.1 eV
Total charge   -1
Total energy   -4442.335659 hartree

Positions of all 179 atoms, in Å:
C  5.34312  -0.06530  2.15636
N  4.29619  0.78366  1.59338
C  4.71068  2.17282  1.40909
C  3.69887  0.23236  0.43780
O  4.24175  -0.61327  -0.27065
C  2.29744  0.72793  0.07362
N  1.32794  0.08384  0.90261
C  0.18378  -0.35110  0.15193
C  -1.12842  0.14720  0.74022
C  -1.99402  -0.74688  1.31072
C  -3.18183  -0.26516  1.81836
C  -3.47482  1.06477  1.77581
C  -2.59313  1.99331  1.21071
C  -1.41512  1.50139  0.69138
H  4.88045  -0.81698  2.80475
H  5.98159  0.53452  2.80853
H  5.94171  -0.59834  1.41078
H  5.38151  2.32722  0.55198
H  5.18453  2.52499  2.32716
H  3.81359  2.78121  1.27675
H  2.28074  1.84731  0.19901
H  2.19351  0.53671  -1.01087
H  0.12103  -1.46681  0.15818
H  0.22864  -0.06652  -0.92168
H  -1.72990  -1.79522  1.36844
H  -3.87815  -0.97352  2.25896
H  -4.40921  1.41085  2.20967
H  -2.82074  3.05163  1.16924
H  -0.71016  2.19994  0.25324
C  -4.21421  -4.27116  -3.87129
C  -2.81648  -3.69350  -3.96172
O  -2.84482  -2.28511  -4.21827
C  -3.17968  -1.51597  -3.17437
O  -3.44784  -1.88784  -2.06371
O  -3.18696  -0.24553  -3.56355
C  -3.62637  0.62101  -2.51625
H  -4.78583  -4.03260  -4.77082
H  -4.17973  -5.35502  -3.75396
H  -4.76269  -3.85673  -3.02616
H  -2.28828  -4.14107  -4.80246
H  -2.23241  -3.90206  -3.06525
H  -3.04802  0.49128  -1.60277
H  -4.68590  0.46478  -2.31402
H  -3.48567  1.64465  -2.85628
C  1.95544  -5.64702  -6.23805
C  0.93578  -4.52942  -6.19611
O  0.80655  -3.98054  -4.88161
C  1.81606  -3.18938  -4.48745
O  2.78782  -2.91438  -5.14605
O  1.56480  -2.78949  -3.25229
C  2.61146  -2.00610  -2.64830
H  1.71112  -6.41368  -5.50015
H  1.98692  -6.10664  -7.22651
H  2.94801  -5.27713  -6.00435
H  -0.04866  -4.91800  -6.45635
H  1.17390  -3.74286  -6.91343
H  2.86793  -1.15044  -3.26769
H  3.48738  -2.62784  -2.47036
H  2.24080  -1.64546  -1.69400
C  11.05132  3.67869  0.61619
C  10.82376  2.27665  1.14088
O  10.52533  2.27069  2.54467
C  9.29639  2.67198  2.86796
O  8.43865  3.02059  2.10094
O  9.18284  2.63528  4.19783
C  7.93182  3.13197  4.67578
H  11.82918  4.18024  1.19488
H  11.35249  3.65000  -0.43109
H  10.14853  4.28252  0.69594
H  11.73485  1.69118  1.02917
H  10.03689  1.76329  0.58777
H  7.09765  2.61494  4.20512
H  7.86289  4.20478  4.49947
H  7.89660  2.94850  5.74612
C  4.55316  9.04293  8.35543
C  5.71036  8.07088  8.45247
O  5.50179  6.90730  7.64196
C  5.66550  7.08363  6.32957
O  5.97531  8.11030  5.78481
O  5.40161  5.92588  5.72500
C  5.43133  5.99229  4.29452
H  3.61505  8.54330  8.60218
H  4.69857  9.87965  9.03919
H  4.45259  9.43934  7.34615
H  5.79877  7.70788  9.47521
H  6.65727  8.54503  8.19195
H  6.37729  6.39396  3.93692
H  4.60180  6.59596  3.93012
H  5.31888  4.97862  3.91914
C  -10.15027  -1.33904  3.69281
C  -9.48905  -2.60401  4.19723
O  -8.87684  -3.34838  3.13760
C  -7.73031  -2.84179  2.67271
O  -7.18668  -1.84556  3.07082
O  -7.30674  -3.62246  1.68225
C  -6.12906  -3.14168  1.02010
H  -10.86360  -1.57097  2.89979
H  -10.67511  -0.82991  4.50186
H  -9.41737  -0.65133  3.27311
H  -10.24110  -3.26302  4.62866
H  -8.75798  -2.39018  4.97774
H  -5.32296  -2.96358  1.72759
H  -6.35478  -2.23202  0.46651
H  -5.81636  -3.91048  0.31939
C  -14.70178  3.86418  6.68767
C  -13.99967  2.60816  7.15971
O  -13.38274  1.89950  6.07719
C  -12.25722  2.43930  5.60554
O  -11.72655  3.43926  6.01118
O  -11.83154  1.68338  4.59376
C  -10.67538  2.19673  3.92487
H  -15.42020  3.62578  5.90170
H  -15.22794  4.34163  7.51463
H  -13.99452  4.58087  6.27291
H  -14.72761  1.92062  7.58746
H  -13.26317  2.82600  7.93377
H  -9.86267  2.37728  4.62516
H  -10.92488  3.11246  3.39083
H  -10.35650  1.44691  3.20829
C  -9.51160  -4.20931  -8.81734
C  -9.72471  -3.28076  -7.63995
O  -8.55237  -3.17145  -6.82444
C  -7.56840  -2.42349  -7.32931
O  -7.59193  -1.84055  -8.38217
O  -6.55152  -2.44918  -6.47177
C  -5.37950  -1.76325  -6.92659
H  -9.16800  -5.18630  -8.47368
H  -10.43907  -4.33722  -9.37630
H  -8.75395  -3.82020  -9.49594
H  -10.50058  -3.68445  -6.99132
H  -10.05154  -2.29151  -7.96228
H  -5.60594  -0.73690  -7.20663
H  -4.93768  -2.29762  -7.76684
H  -4.66754  -1.75429  -6.10486
C  7.97405  -9.56680  -6.75826
C  7.13856  -8.66737  -7.64534
O  5.90341  -8.29718  -7.02203
C  6.00147  -7.37817  -6.05663
O  7.01487  -6.84579  -5.68861
O  4.78279  -7.16923  -5.56434
C  4.74377  -6.27077  -4.45014
H  7.39828  -10.44272  -6.45475
H  8.87005  -9.89754  -7.28443
H  8.28152  -9.05108  -5.84979
H  6.86402  -9.20192  -8.55359
H  7.68953  -7.77556  -7.94595
H  5.21510  -5.32038  -4.69229
H  5.22614  -6.72245  -3.58429
H  3.70144  -6.09028  -4.21464
C  -2.35472  2.56537  4.83237
C  -2.46557  3.34770  6.12352
O  -1.22779  3.30242  6.85068
C  -0.25619  4.06199  6.35142
O  -0.33589  4.77564  5.38662
O  0.84812  3.86041  7.07615
C  1.99719  4.51804  6.54216
H  -2.01860  1.55175  5.05684
H  -3.29801  2.50764  4.29195
H  -1.61363  2.99972  4.16378
H  -3.21635  2.89712  6.77136
H  -2.77029  4.38069  5.94840
H  1.82344  5.58408  6.40688
H  2.27421  4.05501  5.59572
H  2.81016  4.38042  7.25044
C  5.79951  -0.50943  -3.01307
C  6.64511  0.41381  -2.16783
O  7.96355  0.61058  -2.72630
C  8.03353  1.40910  -3.78109
O  7.12147  1.99100  -4.30705
O  9.31358  1.45222  -4.18408
C  9.51552  2.20570  -5.37692
H  6.31103  -1.46140  -3.17226
H  4.84912  -0.69633  -2.52616
H  5.60351  -0.08563  -3.99863
H  6.79929  -0.03220  -1.18799
H  6.15746  1.37636  -2.01227
H  9.11312  3.21233  -5.27898
H  9.05822  1.69751  -6.22536
H  10.58936  2.26687  -5.53684

Atom charges from the Löwdin analysis, given in e for atoms 1 to 4:
1. C -0.08
2. N -0.15
3. C -0.07
4. C -0.42